1.
Computed, not measured: a cluster of 2 separate species, C4H7NO4 in total, with ωB97M-V with the def2-TZVPD basis set.

The geometry in ORCA input format:
```
! wB97M-V def2-TZVPD RIJCOSX def2/J DEFGRID3
* xyz 0 1
O 4.663 -0.661 0.650
O -0.048 -1.778 0.009
N 3.604 -0.090 0.483
H -2.253 2.039 0.106
H 2.330 0.415 -0.817
H 0.776 -1.908 0.455
O 0.586 1.121 -1.051
C -0.386 0.750 -0.362
C -1.836 1.115 -0.353
H -2.159 1.314 -1.494
H -2.856 -0.882 -0.198
O 3.187 -0.032 -0.823
C -2.153 -0.248 0.217
H -2.542 -0.177 1.293
H -0.336 -0.419 1.440
C -0.576 -0.557 0.444
*
```

Its energy relative to the best compared isomer or geometry (same formula, charge and spin) is 5.6330 eV. The SMILES is O=C1CC[C@H]1O.O=NO. The HOMO energy is -0.3722 hartree. The calculation puts the orbital gap at 10.2 eV. The calculation puts the calculated total energy at -13937.0041 eV.

2.
Computed, not measured: the molecule C4H7NOS, with ωB97M-V with the def2-TZVPD basis set.

The geometry in ORCA input format:
```
! wB97M-V def2-TZVPD RIJCOSX def2/J DEFGRID3
* xyz 0 1
C -1.533 -1.043 -0.165
H 0.214 0.840 -1.261
H 0.757 0.275 1.781
N -0.281 -1.022 0.364
H 1.449 -1.266 -1.049
O -0.384 2.194 0.144
H 1.435 1.773 -0.540
H 1.674 -1.835 0.561
C 0.475 1.278 -0.284
C 0.663 0.095 0.620
C 1.076 -1.163 -0.011
H -1.702 -1.896 -0.826
H -1.151 1.647 0.511
S -2.693 0.124 0.156
*
```

Its energy relative to the best compared isomer or geometry (same formula, charge and spin) is 2.6089 eV. The SMILES is OC[C@@H]1CN1C=S. The HOMO energy is -0.3276 hartree. The calculation puts the orbital gap at 9.0 eV. The calculation puts the calculated total energy at -18631.9407 eV.

3.
Computed, not measured: the molecule C4H7NOS, with ωB97M-V with the def2-TZVPD basis set.

The geometry in ORCA input format:
```
! wB97M-V def2-TZVPD RIJCOSX def2/J DEFGRID3
* xyz 0 1
H 3.136 1.299 -0.510
H -0.708 1.550 -1.209
H 1.176 -2.021 -0.081
C -1.320 -0.210 0.655
H -0.819 1.685 1.439
C -0.818 1.218 0.518
S 2.433 0.294 0.337
O -1.181 2.006 -0.519
H -2.237 -0.077 1.345
C -0.635 -1.296 0.297
H -1.116 -2.191 0.481
C 0.578 -1.163 -0.533
N 1.030 0.171 -0.566
H 0.480 -1.265 -1.654
*
```

Its energy relative to the best compared isomer or geometry (same formula, charge and spin) is 5.5232 eV. The HOMO energy (alpha / beta) is -0.2683 / -0.2908 hartree. The calculation puts the orbital gap (alpha / beta) at 7.1 / 8.5 eV. The calculation puts the calculated total energy at -18629.0264 eV.

4.
Computed, not measured: a structure of composition C4H7NOS, with ωB97M-V with the def2-TZVPD basis set.

The geometry in ORCA input format:
```
! wB97M-V def2-TZVPD RIJCOSX def2/J DEFGRID3
* xyz 0 1
C -0.543 0.837 -0.376
C 0.509 -0.066 0.422
H 2.695 -0.017 -0.493
H 1.359 -0.976 -1.307
H 2.142 -1.627 0.125
C -1.541 -0.300 0.009
N -0.567 -1.102 0.506
C 1.730 -0.679 -0.363
H -0.351 1.040 -1.390
H -0.957 -1.639 1.431
S -3.128 -0.426 -0.101
O -0.693 2.049 0.426
H 0.878 0.285 1.439
H -1.532 2.620 -0.329
*
```

Its energy relative to the best compared isomer or geometry (same formula, charge and spin) is 3.3291 eV. The HOMO energy is -0.3161 hartree. The calculation puts the orbital gap at 8.9 eV. The calculation puts the calculated total energy at -18631.2205 eV.

5.
Computed, not measured: the molecule C4H7NOS, with ωB97M-V with the def2-TZVPD basis set.

The geometry in ORCA input format:
```
! wB97M-V def2-TZVPD RIJCOSX def2/J DEFGRID3
* xyz 0 1
H -0.389 0.186 2.094
O -0.836 -0.912 -0.604
H -1.410 -1.366 -0.019
C 0.236 -0.507 0.065
N 2.287 -2.254 -0.626
C -0.706 1.811 -1.307
H -1.295 0.902 -1.549
H -1.352 2.407 -0.621
H 0.055 -1.534 2.089
H -0.550 2.374 -2.315
S 0.773 1.186 -0.418
H 1.373 -0.246 1.975
C 1.498 -1.469 -0.356
C 0.314 -0.579 1.592
*
```

Its energy relative to the best compared isomer or geometry (same formula, charge and spin) is 2.0422 eV. The SMILES is CS[C@@](C)(O)C#N. The HOMO energy is -0.3353 hartree. The calculation puts the orbital gap at 9.6 eV. The calculation puts the calculated total energy at -18632.5074 eV.

6.
Computed, not measured: a cluster of 2 separate species, C4H7NOS in total, with ωB97M-V with the def2-TZVPD basis set.

The geometry in ORCA input format:
```
! wB97M-V def2-TZVPD RIJCOSX def2/J DEFGRID3
* xyz 0 1
H -3.751 -1.110 0.803
O 2.388 1.087 0.299
H 2.480 -0.085 -1.321
H 1.655 -2.075 -0.259
H 1.455 -1.380 1.346
C -2.874 -0.542 0.702
C 2.148 -0.156 -0.261
C 1.669 -1.258 0.301
H 2.244 0.982 1.265
N -0.997 0.438 0.808
C -2.260 0.509 1.217
H -2.365 1.171 1.975
S -1.319 -0.889 -0.257
H -0.487 1.116 0.437
*
```

Its energy relative to the best compared isomer or geometry (same formula, charge and spin) is 4.0670 eV. The HOMO energy is -0.3112 hartree. The calculation puts the orbital gap at 9.2 eV. The calculation puts the calculated total energy at -18630.4826 eV.

7.
Computed, not measured: a structure of composition C4H7NOS2, with ωB97M-V with the def2-TZVPD basis set.

The geometry in ORCA input format:
```
! wB97M-V def2-TZVPD RIJCOSX def2/J DEFGRID3
* xyz 0 1
O -1.182 0.689 -0.544
C -0.072 0.125 0.174
S -0.730 -1.497 0.770
H -2.928 0.105 -1.412
C 0.301 1.059 1.311
C -2.142 -0.238 -0.770
H 0.681 -0.629 -1.705
C 1.063 -0.052 -0.867
H 2.056 -2.112 -0.094
H 1.366 0.925 -1.216
H -0.563 1.197 1.979
N -2.122 -1.390 -0.228
S 2.565 -0.844 -0.214
H 1.113 0.647 1.906
H 0.594 2.014 0.909
*
```

Its energy relative to the best compared isomer or geometry (same formula, charge and spin) is 0.7399 eV. The HOMO energy is -0.3165 hartree. The calculation puts the orbital gap at 9.3 eV. The calculation puts the calculated total energy at -29469.0505 eV.

8.
Computed, not measured: the molecule C4H7NOS2, with ωB97M-V with the def2-TZVPD basis set.

The geometry in ORCA input format:
```
! wB97M-V def2-TZVPD RIJCOSX def2/J DEFGRID3
* xyz 0 1
H 1.237 0.703 0.910
O 1.005 -1.229 0.656
C 0.506 0.118 0.472
H 1.793 0.640 -1.335
N 0.307 -2.360 0.354
H 0.389 0.160 -2.105
H -0.930 1.345 0.474
S -2.177 -0.986 0.490
H -1.573 -3.101 0.280
C -0.999 -2.242 0.436
C 0.681 0.784 -1.104
S 0.253 2.502 -1.394
H -0.862 0.343 1.968
H 1.329 3.091 -1.002
C -0.960 0.231 0.901
*
```

Its energy relative to the best compared isomer or geometry (same formula, charge and spin) is 4.6842 eV. The SMILES is SC[C@H]1CSC=NO1. The HOMO energy is -0.3232 hartree. The calculation puts the orbital gap at 9.4 eV. The calculation puts the calculated total energy at -29465.1063 eV.

Repeat the fourth record exactly.
Computed, not measured: a structure of composition C4H7NOS, with ωB97M-V with the def2-TZVPD basis set.

The geometry in ORCA input format:
```
! wB97M-V def2-TZVPD RIJCOSX def2/J DEFGRID3
* xyz 0 1
C -0.543 0.837 -0.376
C 0.509 -0.066 0.422
H 2.695 -0.017 -0.493
H 1.359 -0.976 -1.307
H 2.142 -1.627 0.125
C -1.541 -0.300 0.009
N -0.567 -1.102 0.506
C 1.730 -0.679 -0.363
H -0.351 1.040 -1.390
H -0.957 -1.639 1.431
S -3.128 -0.426 -0.101
O -0.693 2.049 0.426
H 0.878 0.285 1.439
H -1.532 2.620 -0.329
*
```

Its energy relative to the best compared isomer or geometry (same formula, charge and spin) is 3.3291 eV. The HOMO energy is -0.3161 hartree. The calculation puts the orbital gap at 8.9 eV. The calculation puts the calculated total energy at -18631.2205 eV.